1.
{
  "formula": "C32H47AuN3O3SbSeSi3",
  "method": "the ωB97M-V functional and the def2-TZVPD basis",
  "total_charge": 0,
  "e_tot_ha": -5283.43855,
  "species": ["Au", "C", "O", "C", "C", "C", "C", "C", "C", "O", "C", "O", "C", "H", "H", "H", "H", "H", "H", "H", "H", "H", "C", "Sb", "C", "C", "C", "C", "C", "C", "N", "Si", "C", "C", "C", "C", "C", "C", "C", "C", "C", "N", "Si", "C", "C", "C", "Si", "C", "C", "C", "H", "H", "H", "H", "H", "H", "H", "H", "H", "H", "H", "H", "H", "H", "H", "H", "H", "H", "H", "H", "H", "H", "H", "H", "H", "H", "H", "H", "H", "H", "H", "H", "H", "H", "H", "H", "H", "H", "Se", "C", "N"],
  "positions_angstrom": [[0.26026, 0.28245, 0.19970], [-2.65926, 5.03083, -3.62982], [-2.67987, 5.50004, -2.28543], [-2.33602, 4.63107, -1.31609], [-2.33356, 5.16150, -0.00614], [-2.01525, 4.33778, 1.02826], [-1.65699, 2.97937, 0.83391], [-1.40239, 2.13729, 1.96172], [-1.71214, 2.60076, 3.35968], [-0.95369, 0.97355, 1.87033], [-1.61711, 2.46297, -0.49418], [-1.33078, 1.23043, -0.81273], [-2.00161, 3.31579, -1.55231], [-2.93810, 5.87612, -4.25004], [-3.37587, 4.22080, -3.77375], [-1.66157, 4.68650, -3.90653], [-2.58826, 6.20149, 0.14307], [-2.03600, 4.74281, 2.03222], [-2.70966, 3.03100, 3.43700], [-0.98513, 3.36300, 3.65224], [-1.61821, 1.75395, 4.03386], [-1.99981, 2.88462, -2.54056], [0.16767, -2.28524, -4.13546], [-0.72902, -1.03234, -2.61911], [1.17941, -0.57952, -1.45268], [1.98575, -1.81527, -1.12820], [2.73948, -2.41898, -2.14688], [3.48975, -3.54277, -1.86914], [3.48972, -4.05489, -0.58156], [2.72613, -3.39656, 0.36394], [1.99027, -2.31468, 0.10875], [2.16656, 0.78072, -2.37778], [3.88084, 0.86631, -1.69246], [1.31079, 2.42140, -2.18340], [2.26911, 0.49822, -4.22286], [-2.23352, -2.49685, -1.77693], [-2.31332, -2.37532, -0.27182], [-3.51160, -2.61465, 0.42204], [-3.51622, -2.67432, 1.79888], [-2.32179, -2.51537, 2.48722], [-1.18800, -2.25613, 1.74471], [-1.18166, -2.16295, 0.41027], [-3.81153, -1.93442, -2.68094], [-3.46477, -1.67692, -4.50104], [-4.40520, -0.32212, -1.96544], [-5.21140, -3.18361, -2.61740], [-1.77475, -4.33517, -2.01717], [-0.04053, -4.69300, -1.45236], [-2.85125, -5.39699, -0.90908], [-2.05437, -4.93924, -3.76408], [1.00814, -1.73599, -4.55403], [-0.59788, -2.39452, -4.90343], [0.51030, -3.26299, -3.80170], [2.73358, -2.00539, -3.14338], [4.07585, -4.01125, -2.65100], [4.06438, -4.93227, -0.31801], [2.70840, -3.74339, 1.39299], [3.87446, 1.04710, -0.61768], [4.42685, 1.68535, -2.17278], [4.43545, -0.06055, -1.85966], [1.06478, 2.64737, -1.14248], [0.38022, 2.43797, -2.75645], [1.96145, 3.22056, -2.55457], [2.84210, -0.38426, -4.51256], [2.78482, 1.37290, -4.63469], [1.28339, 0.44969, -4.69202], [-4.42633, -2.79330, -0.12391], [-4.44007, -2.86742, 2.33107], [-2.26984, -2.57147, 3.56658], [-0.22634, -2.10315, 2.22486], [-2.72795, -0.88921, -4.67081], [-4.39251, -1.37620, -4.99857], [-3.11114, -2.59286, -4.98351], [-3.58735, 0.40911, -1.95905], [-4.76589, -0.42481, -0.93977], [-5.22212, 0.07430, -2.57675], [-4.87483, -4.20857, -2.77230], [-5.92140, -2.94568, -3.41713], [-5.76419, -3.15144, -1.67453], [0.12312, -4.25529, -0.46397], [0.73893, -4.30679, -2.11020], [0.09147, -5.77770, -1.37275], [-2.61263, -5.22782, 0.14499], [-2.65107, -6.45162, -1.13014], [-3.92169, -5.22399, -1.04144], [-1.51215, -4.37456, -4.52101], [-3.11590, -4.92583, -4.02609], [-1.71509, -5.97971, -3.82099], [1.76425, 0.13652, 2.15437], [3.44951, -0.29893, 1.56837], [4.53118, -0.53085, 1.24134]],
  "forces_ev_per_angstrom": [[-0.1, 0.2, 0.9], [0.0, 0.0, 0.1], [0.0, 0.0, -0.2], [0.0, -0.1, 0.0], [0.0, 0.0, 0.0], [0.0, 0.0, 0.0], [0.2, 0.1, 0.0], [-0.2, -0.1, 0.0], [0.0, 0.0, 0.0], [0.3, 0.1, 0.2], [-0.2, 0.0, -0.1], [0.1, -0.1, -0.3], [0.0, 0.0, 0.1], [0.0, 0.0, 0.0], [0.0, 0.0, 0.0], [0.0, 0.0, 0.0], [0.0, 0.0, 0.0], [0.0, 0.0, 0.0], [0.0, 0.0, 0.0], [0.0, 0.0, 0.0], [0.0, 0.0, 0.0], [0.0, 0.0, 0.0], [0.0, -0.1, 0.2], [0.1, 0.2, -0.4], [-0.3, -0.7, 0.4], [0.0, 0.2, 0.0], [0.0, 0.1, 0.0], [0.1, 0.0, -0.1], [0.0, 0.0, 0.0], [-0.1, 0.1, 0.0], [-0.1, -0.2, -0.2], [-0.2, -0.1, 0.2], [0.2, 0.0, 0.1], [-0.1, 0.2, 0.1], [0.0, 0.0, -0.2], [0.5, 0.1, 0.4], [-0.2, 0.0, 0.1], [0.0, 0.1, -0.1], [0.0, 0.0, 0.1], [0.0, 0.0, 0.0], [0.1, 0.1, -0.2], [-0.1, 0.0, 0.0], [0.0, -0.2, 0.0], [0.1, -0.1, -0.2], [0.1, 0.3, 0.1], [-0.2, 0.0, 0.1], [0.0, 0.1, 0.0], [0.2, 0.0, 0.0], [-0.1, -0.1, 0.1], [0.0, -0.1, -0.2], [-0.1, 0.0, 0.0], [0.0, 0.0, 0.0], [0.0, 0.1, -0.1], [0.0, 0.0, 0.0], [0.0, 0.0, 0.0], [0.0, 0.0, 0.0], [0.0, 0.0, 0.0], [0.0, 0.0, 0.0], [0.0, -0.1, 0.0], [0.0, 0.1, 0.0], [0.1, 0.1, -0.1], [0.0, 0.0, 0.1], [0.0, -0.1, 0.0], [0.0, 0.1, 0.0], [0.0, -0.1, 0.0], [0.0, 0.0, 0.0], [0.0, 0.0, 0.0], [0.0, 0.0, 0.0], [0.0, 0.0, 0.0], [0.0, 0.0, 0.0], [-0.1, 0.0, -0.1], [0.0, 0.0, 0.0], [0.0, 0.1, 0.0], [-0.1, 0.0, 0.0], [0.0, 0.0, 0.0], [0.0, 0.0, 0.0], [0.0, 0.0, 0.0], [0.0, 0.0, 0.1], [0.0, 0.0, -0.1], [0.0, -0.1, -0.1], [0.0, 0.0, 0.1], [0.0, 0.1, 0.0], [0.0, 0.0, -0.1], [0.0, 0.1, 0.0], [0.0, 0.0, 0.0], [0.0, 0.0, 0.0], [0.1, 0.0, 0.0], [0.0, 0.1, 0.0], [0.1, -0.1, -0.6], [0.1, 0.0, 0.0], [0.0, -0.1, 0.1]]
}


2.
{
  "formula": "C32H47BF6N8O4PPbS4",
  "method": "the ωB97M-V functional and the def2-TZVPD basis",
  "total_charge": -1,
  "e_tot_ha": -4737.68124,
  "species": ["Pb", "C", "N", "C", "C", "N", "B", "N", "C", "C", "N", "C", "C", "S", "C", "S", "H", "H", "H", "H", "H", "H", "H", "H", "H", "H", "H", "H", "F", "C", "F", "F", "S", "O", "O", "N", "S", "O", "O", "C", "F", "F", "F", "C", "C", "C", "P", "C", "C", "C", "C", "C", "C", "C", "C", "C", "C", "N", "C", "C", "C", "C", "C", "C", "C", "C", "C", "H", "H", "H", "H", "H", "H", "H", "H", "H", "H", "H", "H", "H", "H", "H", "H", "H", "H", "H", "H", "H", "H", "H", "H", "H", "H", "H", "H", "H", "H", "H", "N", "N", "H", "H", "H", "H"],
  "positions_angstrom": [[-0.18202, -0.31668, -0.44940], [-3.05729, 1.82016, -3.97024], [-3.44582, 0.42364, -3.72232], [-4.77675, -0.07838, -3.72615], [-4.70589, -1.39893, -3.56420], [-3.32988, -1.79522, -3.50122], [-2.77455, -3.17149, -3.72036], [-2.56606, -4.11894, -2.47290], [-2.38626, -5.48112, -2.65524], [-2.05854, -6.04963, -1.49945], [-2.09360, -5.06198, -0.49776], [-1.90662, -5.24757, 0.91157], [-2.32998, -3.85795, -1.10995], [-2.45109, -2.36459, -0.27593], [-2.58682, -0.62628, -3.61944], [-0.88864, -0.51654, -3.58101], [-2.85966, 1.97543, -5.02292], [-2.13043, 1.97262, -3.43182], [-3.78963, 2.49603, -3.53811], [-5.60657, 0.60162, -3.87487], [-5.45250, -2.16394, -3.39113], [-3.56227, -3.77836, -4.48577], [-1.65420, -3.09972, -4.21726], [-2.51683, -5.96377, -3.64008], [-1.90438, -7.07464, -1.14371], [-2.05247, -6.29500, 1.21566], [-2.58390, -4.58842, 1.49640], [-0.86566, -4.95793, 1.27470], [-2.35628, 4.37985, -2.09548], [-1.91550, 4.66731, -0.86976], [-0.58892, 5.00316, -1.02108], [-2.52553, 5.77161, -0.41294], [-2.09921, 3.24280, 0.35480], [-1.13835, 2.21864, -0.09634], [-1.88508, 3.80450, 1.64791], [-3.59844, 2.81853, 0.20845], [-4.27410, 1.52156, -0.41099], [-5.28053, 1.94008, -1.34965], [-3.40777, 0.40948, -0.74948], [-5.29178, 0.82969, 0.99843], [-6.17950, 1.69647, 1.50684], [-6.00703, -0.27104, 0.60469], [-4.53037, 0.36940, 2.01198], [1.10886, 1.49023, 4.32685], [0.18316, 1.15411, 3.10789], [-1.28529, 1.07078, 3.62048], [0.52840, -0.47840, 2.28919], [0.38992, -1.89566, 3.50152], [1.25821, -1.76458, 4.73156], [-1.10022, -2.06613, 3.82934], [2.23678, -0.43567, 1.70709], [3.09619, -1.51467, 2.08174], [4.48239, -1.48394, 1.83985], [5.31090, -2.63356, 2.31070], [5.00094, -0.36078, 1.14062], [4.17804, 0.52473, 0.57944], [2.74456, 0.48428, 0.75174], [1.89463, 1.26167, 0.00233], [2.47192, 2.28349, -0.70159], [2.60880, 3.54803, -0.03117], [2.11616, 3.67025, 1.36108], [3.26914, 4.56522, -0.70486], [3.64555, 4.44065, -2.05361], [4.22494, 5.56134, -2.86145], [3.52126, 3.18696, -2.67140], [2.93151, 2.11134, -2.04441], [2.82942, 0.82961, -2.77174], [0.97127, 2.55365, 4.60874], [2.17536, 1.25580, 4.16934], [0.81690, 0.99016, 5.23972], [0.24936, 1.94409, 2.38267], [-1.38117, 0.65347, 4.62017], [-1.89052, 0.43566, 2.96320], [-1.54888, 2.12361, 3.57547], [0.75006, -2.74819, 2.88273], [0.66370, -1.75190, 5.64405], [1.94387, -0.89110, 4.89726], [1.94694, -2.63713, 4.88805], [-1.29470, -3.16155, 3.84514], [-1.76788, -1.64749, 2.99686], [-1.34746, -1.59666, 4.78796], [2.64687, -2.43649, 2.40480], [5.15415, -2.78225, 3.40847], [6.39837, -2.54220, 2.10869], [4.99386, -3.58709, 1.87141], [6.06803, -0.26652, 1.03190], [4.68689, 1.32128, 0.03963], [1.03303, 3.68877, 1.36313], [2.50032, 4.61873, 1.76866], [2.40779, 2.88438, 2.05696], [3.30692, 5.50030, -0.18017], [4.17586, 6.48011, -2.24114], [3.60808, 5.73498, -3.73174], [5.23784, 5.29015, -3.18422], [3.85990, 3.06893, -3.69258], [3.69412, 0.76020, -3.39155], [1.84977, 0.79269, -3.28896], [2.92463, -0.06072, -2.12948], [0.49794, -3.32490, -2.01873], [1.02822, -2.48694, -0.91814], [1.08559, -3.17732, -2.89310], [-0.41736, -2.88130, -2.27180], [2.05251, -2.37536, -1.03684], [0.87025, -2.97564, -0.03222]],
  "forces_ev_per_angstrom": [[-0.7, 0.9, -0.9], [0.2, -1.0, 0.7], [-0.9, -0.7, -0.6], [0.9, 1.2, -0.1], [1.5, -1.4, 0.3], [-0.8, 3.0, -0.1], [0.3, -1.2, -1.1], [0.3, -0.1, 2.7], [-0.2, 0.4, -1.4], [0.0, -1.0, 2.5], [0.1, 0.4, -1.6], [1.0, 0.5, 1.5], [-0.8, -0.4, -1.4], [0.1, -0.5, -0.1], [-0.8, -0.9, 0.6], [0.1, 0.3, -0.1], [-0.2, 0.2, -0.2], [0.3, 0.1, 0.0], [-0.3, -0.1, -0.2], [0.2, -0.2, 0.3], [0.0, 0.3, -0.3], [0.4, 0.2, 0.5], [-0.5, 0.1, 0.0], [0.1, 0.6, 0.8], [-0.1, 0.5, -0.7], [-0.1, 0.3, -0.4], [0.2, -0.5, -0.6], [-1.0, -0.3, -0.7], [-0.3, -0.1, 0.5], [1.4, 0.8, -0.2], [-1.2, -0.6, 0.5], [-0.1, -0.6, -0.2], [0.6, -2.3, -0.6], [-1.1, 1.7, 0.3], [0.3, 0.6, 0.1], [-0.2, -0.2, -0.1], [0.3, -0.2, -0.5], [0.1, -0.2, 0.1], [-0.4, 1.2, 0.4], [-0.7, -1.3, 0.9], [0.5, 0.0, -0.4], [0.6, 1.2, -0.4], [0.2, 0.6, -0.4], [-0.1, 0.7, -0.4], [0.3, -1.6, 2.3], [0.7, 0.5, -0.8], [0.0, 0.6, -0.8], [0.3, 1.0, -1.0], [1.9, -0.5, 1.8], [-0.8, -0.7, -1.3], [1.2, -1.5, 0.3], [1.0, 1.2, -1.0], [-1.1, 0.2, -0.2], [0.4, -0.7, 0.9], [0.3, -2.4, 1.5], [-0.9, 1.6, -0.4], [-0.3, 1.0, -0.8], [-0.2, -2.2, 1.6], [0.4, 1.6, -0.9], [0.8, -2.1, -1.5], [0.2, 1.0, 0.5], [-0.8, -0.1, -0.8], [0.1, -0.9, 0.4], [-0.1, 0.4, 0.9], [-0.2, 0.9, 0.3], [-0.2, 0.7, 2.0], [-0.8, -0.8, 0.6], [0.4, -0.3, -0.5], [-0.4, 0.4, -0.2], [-0.3, -0.6, 0.0], [0.1, 0.0, -0.6], [0.2, 0.2, 0.1], [-0.2, 0.6, 0.0], [-1.0, -0.1, 0.3], [-0.4, 0.4, 0.4], [-0.3, -0.1, 0.0], [-0.7, -0.6, -1.0], [-0.6, 0.5, -0.4], [-0.2, 0.7, 0.4], [0.9, -0.7, 1.2], [-0.1, -0.2, -0.3], [0.1, -0.1, 0.8], [0.4, 0.1, -0.7], [-0.6, 0.2, 0.2], [0.0, 0.1, -0.2], [0.3, 0.0, -0.1], [-0.7, 0.1, -0.2], [-0.3, 0.1, 0.1], [-0.3, -0.2, 0.1], [0.2, -0.2, -0.3], [0.4, 0.6, 0.0], [0.5, -0.3, -0.5], [-0.1, 0.1, -0.4], [-0.1, 0.5, 0.1], [0.1, 0.0, -0.2], [0.2, -0.1, -1.2], [0.7, -0.3, -0.2], [-0.3, 0.4, 0.1], [0.1, 0.7, -0.8], [0.9, -0.2, -0.6], [-0.8, 0.1, 1.7], [1.1, -0.4, 0.1], [-0.9, -0.2, 0.2], [0.2, -0.2, -0.5]]
}


Looking at Kohn-Sham gap for the records above, in order, we have 0.2236; 0.2335 hartree.